No. 1
A structure of composition C35H34BeClNOSi2 at a distorted geometry. Source: the OMol25 dataset; level of theory: ωB97M-V with the def2-TZVPD basis set.

Each line ends with the Löwdin charge.
Element x y z (Å)
H  -2.62683  1.38607  2.18321  0.076
C  -1.88494  -0.57215  5.79329  -0.154
H  -3.60123  0.64604  5.06731  0.089
H  3.31543  -1.06362  4.90097  0.144
Si  2.77360  0.16043  -4.43694  0.706
C  -1.78531  -4.02068  -0.50835  -0.099
C  -1.14905  -1.66523  5.18527  -0.235
C  1.96754  -1.37286  -5.07705  -0.333
C  -2.39928  -2.82083  -0.88642  -0.091
H  -0.58875  -2.43217  5.73325  0.113
H  2.02993  -1.79576  5.96313  0.139
C  0.44365  3.91518  -5.92023  -0.088
H  2.02385  4.13855  -7.38036  0.101
H  -3.50879  -0.91616  2.88595  0.099
H  -1.55994  -2.75140  3.24133  0.103
H  -1.72154  -0.18308  6.80309  0.095
C  1.86529  -3.80862  -5.10157  -0.092
H  -1.39861  3.59214  -2.10205  0.081
C  -1.18393  1.45451  0.56117  -0.361
C  0.66817  -3.75916  -5.82921  -0.092
C  -1.74725  -1.88045  3.88149  -0.173
C  -2.80851  -0.95352  3.72325  -0.151
H  3.41072  0.76606  6.85360  0.126
H  2.29113  -4.77600  -4.82181  0.101
C  -2.93541  3.33068  -0.60251  -0.099
H  -0.20172  -4.91546  0.66899  0.098
H  -4.22202  2.94315  1.09476  0.099
H  -0.98826  3.42891  -4.36532  0.090
H  -0.78271  -2.47361  -6.79384  0.101
C  0.19109  1.97242  5.14824  -0.037
H  -3.24226  -2.83852  -1.57970  0.098
H  -3.64261  4.01009  -1.08584  0.099
Cl  1.76153  0.25170  0.77390  0.227
H  1.91765  -1.32302  3.14321  0.086
O  1.39700  -1.47052  3.95556  -0.096
H  0.17144  1.98161  -1.05479  0.077
C  2.49878  1.16594  6.40939  -0.003
C  1.79775  0.32477  5.56135  -0.214
N  0.65126  0.71489  4.94436  0.079
H  4.16346  0.24872  -4.94541  -0.023
C  -0.85620  -1.55165  0.51551  -0.345
H  0.62743  -2.76269  1.54463  0.082
H  0.27807  1.44858  -3.56227  0.097
C  1.64382  3.54821  -6.54196  -0.091
C  -3.26952  2.72025  0.61160  -0.095
Si  -0.23841  0.03053  1.27193  0.288
H  0.37338  -0.37370  -6.16410  0.098
C  0.85569  2.86488  5.97534  -0.028
C  1.86623  1.65966  -5.02359  -0.353
H  0.45489  3.86740  6.11574  0.117
C  2.01606  2.45466  6.63894  -0.028
H  3.44138  -2.66571  -4.15852  0.098
H  -2.13828  -4.97538  -0.90678  0.098
C  -0.69502  -3.98833  0.37038  -0.097
H  3.29178  2.14449  -6.57958  0.095
C  2.51225  -2.62538  -4.73083  -0.114
Be  -0.00213  -0.62374  4.15057  0.137
C  -0.23044  -2.76723  0.86961  -0.142
C  -2.86606  -0.13585  4.88690  -0.146
H  2.54185  3.11890  7.31966  0.116
H  -0.72175  2.24221  4.61980  0.133
H  2.79631  0.11816  -2.96175  -0.022
H  -2.42556  -0.66940  -0.69973  0.097
C  2.35699  2.43002  -6.09305  -0.106
C  -2.38590  1.81802  1.21048  -0.113
C  -0.04602  3.15550  -4.84891  -0.087
C  -1.93688  -1.59349  -0.38826  -0.087
C  -1.68968  3.07303  -1.18594  -0.092
C  2.25293  -1.04738  5.18896  -0.002
H  0.14973  -4.68340  -6.09854  0.101
C  -0.80707  2.15313  -0.60308  -0.108
C  0.66517  2.03658  -4.39915  -0.106
C  0.14162  -2.51905  -6.21220  -0.088
C  0.79369  -1.33233  -5.84945  -0.093
H  -0.11064  4.79146  -6.26704  0.102

Cartesian forces (eV/Å) of the 6 atoms listed first:
0.0 -0.1 -0.3
-0.3 -0.2 -0.2
0.3 -0.1 0.0
-0.5 -0.1 0.1
0.4 0.1 0.0
0.1 0.3 0.1

Total energy: -2538.0617 hartree
Kohn-Sham gap: 5.15 eV
LUMO level: -0.600 eV
Highest occupied orbital energy: -5.8 eV
Energy relative to the best compared isomer or geometry (same formula, charge and spin): 0.00 kcal/mol

No. 2
An isolated molecule of C26H37N3O2. Source: the OMol25 dataset; level of theory: ωB97M-V with the def2-TZVPD basis set.

Each line ends with the natural charge from an NBO analysis.
Element x y z (Å)
C  -2.75956  4.69059  1.69141  -0.420
H  4.24615  -7.46252  -3.04412  0.212
C  2.49561  -6.07448  -4.54958  -0.597
H  -0.98064  2.72025  0.03415  0.405
H  3.64908  0.62669  0.50587  0.216
H  2.27558  -1.08748  -4.29642  0.233
H  -3.36670  1.45653  4.72124  0.211
C  3.28580  1.62542  0.73292  -0.608
H  -7.54336  2.31801  4.60843  0.214
C  3.17169  -3.85898  -1.80298  -0.236
H  1.46689  3.69110  0.73728  0.200
H  5.70677  -4.90609  -3.98814  0.212
C  3.22952  -4.14535  -3.16223  0.015
H  -5.13427  3.05972  1.17568  0.198
H  4.70560  -4.67458  -5.41907  0.208
N  1.49122  -0.15521  -0.57994  -0.615
H  3.42445  2.24431  -0.15033  0.214
H  -5.55727  1.49367  5.82506  0.214
H  -1.06821  4.86396  3.65623  0.202
C  3.96608  -6.51076  -2.59707  -0.608
H  3.43236  -4.60893  -1.07393  0.213
N  -1.33679  1.80725  0.26771  -0.601
C  -4.22973  1.82285  4.18338  -0.199
H  -2.99557  4.43022  0.66236  0.191
C  -2.69779  2.29273  2.25890  -0.077
H  -2.10852  5.56513  1.67928  0.205
H  0.97552  1.81279  -0.86712  0.238
C  -0.46793  0.78909  0.41572  0.691
H  5.21865  -6.29687  -4.96132  0.206
H  -7.30945  3.09301  2.27720  0.213
H  -2.98335  0.71060  0.82951  0.244
C  2.78460  -2.61242  -1.34359  -0.133
H  1.98282  3.33813  2.38254  0.213
C  3.64345  -5.50386  -3.70453  -0.065
H  1.17062  -0.98557  -0.10178  0.422
H  -2.55636  4.16172  4.32608  0.177
H  -2.05406  1.62038  2.84008  0.213
H  2.26502  -5.43008  -5.39315  0.207
H  2.93734  -3.29771  -5.11505  0.210
O  2.22066  0.74558  -2.51544  -0.634
N  -2.04278  3.60528  2.32998  -0.450
C  2.04438  -0.23497  -1.81351  0.675
C  -6.57780  2.30126  4.12518  -0.212
C  1.81136  1.59652  1.13006  -0.206
H  -1.09790  3.16214  4.13359  0.200
H  3.10210  -6.68150  -1.95897  0.210
C  -2.67198  1.75725  0.81536  -0.231
C  -1.68325  3.96483  3.68735  -0.413
C  -6.44519  2.73607  2.81831  -0.225
C  4.89601  -5.33207  -4.57557  -0.597
H  4.79944  -6.16938  -1.98734  0.209
H  2.77546  -2.42799  -0.27879  0.204
C  0.95848  1.07874  -0.05422  -0.149
H  0.32599  2.99519  1.89828  0.232
H  -3.68914  4.96021  2.21275  0.179
H  3.88446  2.03331  1.54408  0.208
O  -0.77730  -0.30213  0.85481  -0.649
C  -5.20846  2.71813  2.19674  -0.161
C  2.89775  -3.12356  -4.05038  -0.223
C  -5.46452  1.84056  4.80631  -0.207
C  -4.08162  2.26211  2.87174  -0.062
C  2.44513  -1.60492  -2.23780  -0.174
H  1.68072  0.89994  1.96622  0.201
H  1.59776  -6.17712  -3.94358  0.212
H  -3.33683  2.31677  0.15708  0.196
C  1.35934  2.98908  1.56226  -0.630
H  2.76649  -7.05537  -4.93455  0.207
C  2.52011  -1.87598  -3.60048  -0.147

Cartesian forces (eV/Å) of the 6 atoms listed first:
0.1 0.0 0.1
0.0 -0.1 0.0
0.1 0.1 0.1
0.1 -0.1 0.0
0.1 0.0 0.0
0.0 0.1 0.0

Total energy: -1327.7408 hartree
Kohn-Sham gap: 9.57 eV
Structure (SMILES): CC(C)[C@@H](NC(=O)c1ccc(C(C)(C)C)cc1)C(=O)NC[C@H](c1ccccc1)N(C)C
LUMO level: 0.729 eV
Highest occupied orbital energy: -8.8 eV
Energy relative to the best compared isomer or geometry (same formula, charge and spin): 10.47 kcal/mol

Look up the total energy of the first one.
-2538.0617 hartree

Number 2 is which compound?
C26H37N3O2

What is the total energy in the second record?
-1327.7408 hartree

total energy of number 2 (C26H37N3O2)?
-1327.7408 hartree